Record 1
113
Properties=species:S:1:pos:R:3:lowdin_charge:R:1 method="wB97M-V/def2-TZVPD" energy_ha=-4217.6559 orbital_gap_ev="6.356 / 4.907" total_charge=+4 largest_force_ev_per_a=0.25 molar_mass_g_mol=1064.2 lumo_energy_ha="-0.34192 / -0.46894" e_homo_ev="-15.66 / -17.67" spin_multiplicity=5
Pt -0.0207 0.9979 0.6817 0.849
C -2.1235 -7.0432 -4.0413 -0.284
S -2.1655 -6.0782 -2.5566 1.203
C -1.8339 -4.4072 -3.1087 -0.411
C -1.3362 -3.5165 -1.9673 -0.223
C -1.2002 -2.0691 -2.4642 -0.214
N -0.7998 -1.1145 -1.4279 -0.423
P -1.8178 -0.2548 -0.3570 0.898
C -2.7824 -1.4252 0.6163 -0.351
C -2.2987 -1.7916 1.8708 -0.104
C -2.9551 -2.7565 2.6205 -0.055
C -4.1040 -3.3552 2.1227 -0.039
C -4.5977 -2.9921 0.8742 -0.048
C -3.9409 -2.0321 0.1205 -0.096
C -3.0017 0.6338 -1.3905 -0.349
C -4.2275 1.0435 -0.8537 -0.101
C -5.1052 1.7982 -1.6168 -0.052
C -4.7720 2.1550 -2.9189 -0.040
C -3.5556 1.7569 -3.4565 -0.046
C -2.6739 1.0053 -2.6938 -0.091
P 0.7681 -0.7940 -0.8740 0.894
C 1.5138 -2.3296 -0.2979 -0.361
C 2.2165 -3.1738 -1.1631 -0.097
C 2.7274 -4.3742 -0.6933 -0.049
C 2.5401 -4.7389 0.6356 -0.041
C 1.8433 -3.9039 1.4994 -0.059
C 1.3352 -2.6990 1.0358 -0.114
C 1.7937 -0.2024 -2.2279 -0.375
C 1.2383 0.4568 -3.3259 -0.102
C 2.0580 1.0503 -4.2762 -0.051
C 3.4385 1.0075 -4.1275 -0.038
C 3.9985 0.3680 -3.0269 -0.044
C 3.1849 -0.2341 -2.0805 -0.096
H -2.3547 -8.0728 -3.7745 0.072
H -1.1258 -6.9708 -4.4822 0.086
H -2.8599 -6.6515 -4.7509 0.091
H -2.8011 -4.0545 -3.5001 0.123
H -1.1500 -4.4614 -3.9582 0.113
H -0.3718 -3.8767 -1.6083 0.101
H -2.0354 -3.5528 -1.1274 0.103
H -2.1490 -1.7284 -2.8882 0.120
H -0.4620 -2.0234 -3.2703 0.127
H -1.4076 -1.3057 2.2524 0.071
H -2.5809 -3.0406 3.5952 0.114
H -4.6256 -4.0977 2.7119 0.124
H -5.5041 -3.4485 0.4987 0.121
H -4.3385 -1.7432 -0.8443 0.113
H -4.4992 0.7704 0.1577 0.114
H -6.0604 2.0930 -1.2018 0.123
H -5.4642 2.7328 -3.5171 0.125
H -3.2982 2.0257 -4.4723 0.121
H -1.7314 0.6961 -3.1254 0.074
H 2.3802 -2.8876 -2.1953 0.114
H 3.2818 -5.0220 -1.3594 0.121
H 2.9470 -5.6732 0.9995 0.124
H 1.7067 -4.1884 2.5343 0.119
H 0.8076 -2.0367 1.7094 0.077
H 0.1648 0.4941 -3.4516 0.078
H 1.6196 1.5344 -5.1390 0.122
H 4.0773 1.4617 -4.8730 0.125
H 5.0741 0.3247 -2.9173 0.118
H 3.6335 -0.7379 -1.2320 0.091
N -0.9075 0.9464 5.5022 0.200
C -0.5666 2.0850 4.9321 -0.597
N -0.1887 2.1940 3.6694 0.121
C 0.1168 3.4676 3.3847 -0.278
C -0.0568 4.3803 4.4615 -0.267
S -0.5922 3.5995 5.8431 1.207
C 0.6287 3.8987 2.1051 -0.305
C 1.1021 5.1667 1.8894 -0.289
S 1.7386 5.3353 0.3200 1.185
C 1.3390 3.6700 0.0052 -0.667
N 0.7524 3.0534 1.0115 -0.056
N 1.5946 3.1152 -1.1810 0.159
H -0.8638 0.0980 4.9600 0.133
H -1.1729 0.8838 6.4736 0.139
H 0.1122 5.4453 4.4658 0.099
H 1.1313 5.9989 2.5730 0.096
H 2.0783 3.6258 -1.9014 0.125
H 1.4480 2.1238 -1.3184 0.052
N 1.9752 0.5197 1.5424 0.051
C 3.1176 0.3161 1.6257 -0.233
N 4.3874 0.0849 1.7091 -0.063
C 4.8958 -1.2939 1.9136 -0.106
C 6.0720 -1.5497 0.9848 -0.168
C 7.1328 -0.4612 1.1316 -0.177
C 6.5369 0.9220 0.8789 -0.166
C 5.3691 1.1887 1.8145 -0.112
H 4.0721 -1.9864 1.7375 0.109
H 5.2062 -1.3846 2.9580 0.140
H 5.7176 -1.5887 -0.0505 0.108
H 6.4897 -2.5300 1.2165 0.127
H 7.9561 -0.6457 0.4430 0.125
H 7.5564 -0.4980 2.1398 0.128
H 6.1924 1.0013 -0.1569 0.111
H 7.2875 1.6982 1.0300 0.128
H 4.8565 2.1203 1.5767 0.124
H 5.7108 1.2375 2.8520 0.139
C -4.4130 4.8022 0.9009 -0.003
N -3.7009 3.6402 1.4402 -0.118
C -4.2656 3.0157 2.6340 -0.005
C -2.6417 3.1211 0.8308 -0.494
C -2.1565 3.7903 -0.4242 0.020
O -2.0767 2.0900 1.2842 -0.177
H -5.2303 5.0443 1.5736 0.104
H -4.8309 4.5868 -0.0828 0.095
H -3.7621 5.6722 0.8307 0.102
H -5.2607 2.6262 2.4153 0.106
H -4.3558 3.7571 3.4273 0.102
H -3.6243 2.2023 2.9563 0.078
H -2.9631 3.8552 -1.1566 0.091
H -1.3457 3.2036 -0.8486 0.059
H -1.8158 4.8083 -0.2255 0.102

---

Record 2
15
Properties=species:S:1:pos:R:3:lowdin_charge:R:1 method="wB97M-V/def2-TZVPD" energy_ha=-599.8199 orbital_gap_ev=8.719 total_charge=-1 largest_force_ev_per_a=3.90 molar_mass_g_mol=163.1 lumo_energy_ha=0.12106 e_homo_ev=-5.43 smiles="CC(=C=NN1N=C1C(=O)[O-])C#N"
C 0.7132 -0.4871 1.3883 -0.056
C 2.0508 0.1401 -0.3417 -0.231
C -1.6601 -0.3408 -1.3255 -0.673
C -0.8535 -1.3259 -0.2971 -0.184
C 0.3552 1.8011 0.4543 -0.056
C 0.9461 0.4188 0.4506 -0.339
N 0.0766 -1.4428 1.8508 0.037
N 2.9593 -0.2429 -0.9195 0.160
N -0.5153 -2.5457 -0.2487 0.162
N -0.9203 -1.9534 1.0292 -0.095
O -1.0614 0.6203 -1.7626 -0.016
O -2.7531 -0.8767 -1.4657 0.008
H -0.5865 1.7893 1.0543 0.099
H 0.1242 1.9411 -0.6909 0.106
H 1.1248 2.5048 0.8242 0.078

---

Record 3
29
Properties=species:S:1:pos:R:3:lowdin_charge:R:1 method="wB97M-V/def2-TZVPD" energy_ha=-770.4894 orbital_gap_ev=7.743 total_charge=0 largest_force_ev_per_a=5.73 molar_mass_g_mol=180.2 lumo_energy_ha=0.00238 e_homo_ev=-7.68
C -2.5380 -0.1219 0.0603 -0.214
C 0.3223 0.5465 -0.1186 0.024
C -2.0189 -1.4092 0.0543 -0.226
C 0.4661 -0.7456 -0.2401 -0.326
C -1.7949 1.0074 0.0092 -0.485
C -0.6040 -1.7207 -0.1359 -0.173
C -2.9449 -2.6354 0.0601 -0.032
C 1.7615 -1.4619 -0.2148 -0.059
C 1.7776 1.8571 1.3919 -0.070
C 2.1081 1.8505 -1.2178 -0.035
C 1.1143 1.7890 0.0010 -0.429
P -2.4240 2.5649 -0.0237 0.828
H -3.5194 0.0760 0.2766 0.063
H -0.3794 -2.4616 0.7348 0.164
H -0.5450 -2.4637 -0.9878 0.150
H -2.8060 -3.2068 -0.9240 0.116
H -3.9223 -2.3313 0.1130 0.041
H -2.6724 -3.2518 0.8482 0.052
H 1.9708 -2.2392 -0.8625 0.047
H 1.9209 -1.9300 0.9169 0.155
H 2.6006 -0.7427 -0.3206 0.065
H 0.8871 1.7635 2.1021 0.110
H 2.4203 2.7944 1.5021 0.103
H 2.4546 1.0722 1.4691 0.035
H 1.5049 2.1794 -2.0321 0.070
H 2.4760 0.8174 -1.3675 0.061
H 2.9651 2.4470 -1.0033 0.064
H 0.5794 2.7764 0.0671 0.087
H -1.1603 3.1800 -0.1579 -0.185

---

Record 4
25
Properties=species:S:1:pos:R:3:lowdin_charge:R:1 method="wB97M-V/def2-TZVPD" energy_ha=-560.4107 orbital_gap_ev="8.093 / 2.433" total_charge=+2 largest_force_ev_per_a=3.33 molar_mass_g_mol=324.6 lumo_energy_ha="-0.28983 / -0.49763" e_homo_ev="-15.98 / -15.97" spin_multiplicity=2
Tl 1.1426 -0.4840 1.0824 1.160
C 2.7779 -2.7485 -3.0249 0.050
C 1.4626 -1.9514 -2.9971 -0.342
C 0.3252 -2.6169 -3.7360 0.034
O 0.9730 -1.4452 -1.7539 0.027
H 3.2448 -3.0275 -3.9696 0.130
H 2.4940 -3.7013 -2.5780 0.128
H 3.4589 -2.3519 -2.2719 0.108
H 1.6602 -1.0127 -3.5148 0.233
H 0.6081 -3.0110 -4.7121 0.132
H -0.5580 -1.9795 -3.7790 0.113
H -0.0937 -3.4896 -3.2350 0.129
H 0.3010 -0.8579 -2.1076 0.128
C -2.6773 1.7998 2.8545 -0.021
C -1.1799 2.2404 2.7052 -0.510
C -0.7886 3.5636 3.3704 -0.029
O -0.3513 1.1644 2.9773 -0.212
H -3.2508 2.6431 2.4697 0.089
H -3.0557 1.6694 3.8684 0.089
H -2.8690 0.8779 2.3054 0.074
H -0.9071 2.4434 1.6696 0.120
H -1.1563 4.3632 2.7274 0.094
H 0.2927 3.5991 3.5036 0.085
H -1.2012 3.6033 4.3785 0.088
H -0.6520 0.7100 3.7677 0.105

---

Record 5
48
Properties=species:S:1:pos:R:3:lowdin_charge:R:1 method="wB97M-V/def2-TZVPD" energy_ha=-3246.9088 orbital_gap_ev=1.155 total_charge=-3 largest_force_ev_per_a=4.44 molar_mass_g_mol=489.6 lumo_energy_ha=0.01671 e_homo_ev=-0.70
K -6.1165 -3.2485 -4.4795 0.599
K -7.4724 -3.3417 0.7698 0.542
K -2.6174 -5.8316 0.1880 0.782
C -1.8492 -0.3864 -0.5548 -0.017
C -3.0136 -1.1196 -1.1966 -0.841
O -3.4504 -0.7949 -2.3002 -0.062
O -3.5257 -2.0203 -0.5288 -0.141
H -1.1664 -0.9840 0.0492 0.065
H -2.1235 0.3559 0.1948 0.079
H -1.3147 0.0680 -1.3890 0.077
C 3.0960 0.7074 -4.4367 -0.036
C 3.9557 1.3307 -5.4430 -0.853
O 3.8232 2.4841 -5.7502 0.021
O 4.8914 0.6395 -5.9323 -0.051
H 2.4210 1.4216 -3.9651 0.078
H 3.7470 0.3611 -3.6339 0.080
H 2.5900 -0.1621 -4.8564 0.075
C -1.6594 4.7914 -1.4000 -0.030
C -2.5183 4.7562 -2.6893 -0.758
O -1.9919 4.6952 -3.8198 -0.039
O -3.7693 4.7131 -2.5424 -0.069
H -0.9976 3.9259 -1.3666 0.065
H -2.2805 4.7909 -0.5043 0.059
H -1.0454 5.6784 -1.2442 0.059
C 0.4211 -2.5188 3.9489 -0.053
C 0.0384 -2.7337 5.4125 -0.771
O 0.6656 -2.0750 6.3533 -0.159
O -0.8691 -3.5437 5.6909 -0.136
H 0.6321 -3.4826 3.4856 0.051
H 1.2966 -1.8812 3.8265 0.063
H -0.4087 -2.0156 3.4526 0.050
C 1.2391 3.3050 2.5250 -0.039
C 0.4179 4.2687 3.3768 -0.805
O 0.7333 5.4467 3.1895 -0.047
O -0.4178 3.8428 4.2126 -0.061
H 1.0242 3.4576 1.4673 0.062
H 0.8701 2.3033 2.7450 0.060
H 2.2864 3.4263 2.8017 0.066
C 3.4378 -3.3976 -0.1879 -0.050
C 4.3468 -4.2502 -1.1114 -0.823
O 5.5536 -3.9989 -1.0883 -0.083
O 3.8472 -5.2267 -1.7217 -0.134
H 3.1699 -2.5210 -0.7776 0.057
H 3.8554 -3.2253 0.8040 0.061
H 2.4278 -3.8048 -0.1412 0.034
O -4.4074 -1.4024 3.0338 -0.066
H -4.2195 -1.5941 2.1150 -0.003
H -3.5525 -1.2092 3.4184 0.043

---

Record 6
16
Properties=species:S:1:pos:R:3:lowdin_charge:R:1 method="wB97M-V/def2-TZVPD" energy_ha=-159.5102 orbital_gap_ev="2.835 / 11.919" total_charge=-1 largest_force_ev_per_a=1.52 molar_mass_g_mol=60.1 lumo_energy_ha="0.16128 / 0.16827" e_homo_ev="1.55 / -7.34" spin_multiplicity=2
C -0.6610 -0.6079 1.6033 -0.327
C -1.8818 -1.5113 1.4573 -0.314
H -0.6083 0.1630 2.3896 0.036
H 0.3132 -1.0885 1.6134 0.033
H -0.6995 0.1490 0.8141 0.012
H -2.5711 -1.4830 2.3020 0.037
H -1.6062 -2.5439 1.2415 0.034
H -2.4139 -1.1672 0.5646 0.025
C 1.4906 1.0134 -0.7939 -0.355
C 1.0256 1.0029 -2.2391 -0.351
H 2.3352 1.6650 -0.5304 0.035
H 0.7928 1.4656 -0.0782 0.019
H 1.6974 -0.0075 -0.4718 0.029
H 0.0959 0.4421 -2.3397 0.021
H 1.7931 0.5172 -2.8551 0.035
H 0.8979 1.9912 -2.6777 0.030